(1)
{"formula": "C2H2N4S", "method": "ωB97M-V/def2-TZVPD", "elements": ["S", "C", "C", "N", "N", "N", "N", "H", "H"], "xyz": [[1.42587, -0.97727, -1.32787], [0.70759, -0.71375, 0.17781], [-0.25962, 0.18944, 0.17149], [-0.52784, 1.06179, -0.83273], [-1.41067, 1.90109, -0.52017], [-2.11033, 1.28081, 0.84401], [-1.28763, 0.31965, 1.19505], [2.12231, -1.86118, -0.68803], [1.34032, -1.20059, 0.98044]], "forces_ev_per_angstrom": [[0.41, 0.00, -1.01], [1.85, -0.30, 0.32], [-3.44, 0.24, 3.09], [-0.74, 2.67, -0.36], [-0.12, -2.84, 0.58], [4.80, -2.76, -0.20], [-2.02, 3.49, -1.63], [1.37, -1.14, -0.40], [-2.10, 0.64, -0.39]], "mulliken_charge": [-0.04, 0.27, 0.05, 0.01, -0.38, -0.20, -0.15, 0.12, 0.32], "energy_ev": -18897.70810, "e_above_lowest_kcal_mol": 50.1, "charge": 0, "homo_ev": -9.73, "smiles": "SC=C1N=NN=N1", "orbital_gap_ev": 8.165, "lumo_energy_ev": -1.6}


(2)
{"formula": "C2H2N6", "method": "ωB97M-V/def2-TZVPD", "elements": ["H", "N", "C", "N", "N", "C", "N", "N", "N", "H"], "xyz": [[-0.81444, -2.48206, 0.58306], [-0.97633, -1.91434, -0.34622], [-0.19773, -0.93773, -0.37809], [1.13289, -0.78079, 0.30350], [1.40561, 0.37736, 0.70024], [0.22198, 1.33488, 0.74702], [-0.50909, 1.63991, -0.21302], [-0.29196, 1.11249, -1.46902], [-0.10251, -0.14627, -1.62878], [0.13157, 1.79657, 1.70131]], "forces_ev_per_angstrom": [[-0.27, 1.19, -2.27], [0.04, -0.79, 2.93], [1.88, -0.63, -1.33], [-0.74, 1.57, -0.19], [-2.04, -0.30, 0.37], [2.88, -1.84, 0.09], [-1.41, -0.03, -1.23], [1.08, -2.42, -0.56], [-1.32, 2.80, 1.59], [-0.11, 0.46, 0.60]], "mulliken_charge": [0.30, -0.54, 0.51, -0.08, -0.22, 0.04, -0.11, -0.15, -0.16, 0.40], "energy_ev": -11041.41739, "e_above_lowest_kcal_mol": 57.4, "charge": 0, "homo_ev": -9.86, "smiles": "[H]/N=c1\\nncnnn1", "orbital_gap_ev": 8.716, "lumo_energy_ev": -1.1}